[1]
Formula: C38H30BrClIN4OS2TeTm
Source: the Open Molecules 2025 dataset
Level of theory: wB97M-V/def2-TZVPD

The HOMO-LUMO gap (spin up / spin down) is 3.924 / 3.933 eV. As for the energy above the lowest of the compared OMol25 structures with the same formula, charge and spin: 0.0 kcal per mole. As for the expectation value of S²: 2.002. The HOMO energy (spin up / spin down) is -4.733 / -4.741 eV. As for the electronic energy: -7241.7047 Eh. The calculation puts the maximum force at 3.93 eV Å⁻¹.

```
! RIJCOSX wB97M-V def2-TZVPD def2/J DEFGRID3
* xyz 0 3
Tm 0.245 0.544 -0.693
Br 6.667 4.244 -2.647
C 5.579 2.856 -1.956
C 5.410 1.689 -2.751
C 4.313 0.888 -2.586
C 3.419 1.103 -1.509
O 2.299 0.405 -1.345
C 3.714 2.163 -0.562
C 2.909 2.423 0.556
N 1.793 1.728 0.916
C 1.540 1.754 2.280
C 2.364 2.342 3.250
C 2.143 2.163 4.621
C 1.051 1.482 5.082
C 0.170 0.878 4.136
C -0.966 0.130 4.567
C -1.888 -0.224 3.566
C -1.651 0.168 2.245
N -0.427 0.547 1.804
C 0.444 1.027 2.736
C 4.802 3.046 -0.829
H 6.189 1.503 -3.520
H 4.135 0.022 -3.248
H 3.163 3.387 1.049
H 3.265 2.839 2.919
H 2.873 2.601 5.301
H 0.795 1.480 6.131
H -1.129 -0.077 5.618
H -2.794 -0.796 3.774
H -2.438 0.119 1.503
H 4.999 3.910 -0.197
I 0.832 -1.267 -3.909
C -0.891 -0.127 -3.718
C -1.580 0.125 -4.900
C -2.875 0.585 -4.816
C -3.422 0.842 -3.546
C -2.634 0.663 -2.415
N -1.344 0.200 -2.485
H -1.122 -0.099 -5.855
H -3.476 0.789 -5.703
H -4.463 1.119 -3.373
H -3.011 0.942 -1.418
N -0.483 -1.558 -0.552
S 0.521 -2.585 0.343
C -0.526 -3.388 1.526
C -1.870 -3.562 1.274
C -2.635 -4.303 2.196
C -2.045 -4.834 3.334
C -0.669 -4.629 3.577
C 0.096 -3.924 2.654
C 0.718 -3.927 -0.848
C 1.972 -4.440 -1.162
C 2.042 -5.607 -1.943
C 0.906 -6.143 -2.542
C -0.343 -5.531 -2.309
C -0.414 -4.411 -1.467
H -0.837 -2.122 -1.338
H -2.309 -3.081 0.404
H -3.658 -4.474 1.928
H -2.649 -5.334 4.129
H -0.167 -4.977 4.464
H 1.182 -3.785 2.753
H 2.877 -4.023 -0.730
H 2.997 -6.098 -2.097
H 0.991 -7.032 -3.184
H -1.276 -5.909 -2.746
H -1.388 -3.960 -1.276
Cl -0.445 4.073 -2.843
C 0.166 2.805 -1.745
H 0.714 3.392 -1.019
H 0.878 2.298 -2.443
Te -1.001 3.518 1.200
C -2.599 4.601 0.401
C -3.874 4.473 0.892
C -4.732 5.504 0.512
C -4.124 6.398 -0.341
S -2.560 5.895 -0.827
H -4.099 3.624 1.562
H -5.735 5.647 0.924
H -4.625 7.296 -0.735
*
```

***

[2]
Formula: C38H30BrMgN4O2P
Source: the Open Molecules 2025 dataset
Level of theory: wB97M-V/def2-TZVPD

The HOMO-LUMO gap is 6.229 eV. As for the energy above the lowest of the compared OMol25 structures with the same formula, charge and spin: 43.5 kcal per mole. The HOMO energy is -6.565 eV. As for the electronic energy: -4951.1627 Eh. The calculation puts the maximum force at 0.34 eV Å⁻¹.

```
! RIJCOSX wB97M-V def2-TZVPD def2/J DEFGRID3
* xyz 0 1
Mg 0.211 -0.579 -0.678
C -2.956 -2.112 2.511
C -1.945 -1.187 1.785
N -1.417 -1.581 0.492
C -1.716 -2.731 -0.004
C -2.538 -3.750 0.696
C -3.123 -3.432 1.858
C -2.687 -5.064 0.093
C -2.137 -5.314 -1.102
C -1.421 -4.308 -1.849
C -1.215 -3.047 -1.375
N -0.537 -2.010 -1.943
C -0.200 -1.922 -3.264
C -0.779 -2.564 -4.347
C -0.330 -2.341 -5.664
C 0.710 -1.503 -5.944
C 1.327 -0.804 -4.878
C 2.421 0.070 -5.063
C 2.982 0.702 -3.991
C 2.420 0.496 -2.720
N 1.390 -0.290 -2.515
C 0.857 -0.979 -3.562
H -3.928 -1.656 2.714
H -2.320 -0.165 1.682
H -3.732 -4.176 2.366
H -3.246 -5.815 0.636
H -2.235 -6.298 -1.545
H -1.002 -4.593 -2.801
H -1.609 -3.236 -4.192
H -0.821 -2.870 -6.472
H 1.069 -1.363 -6.955
H 2.811 0.217 -6.063
H 3.833 1.359 -4.102
H 2.829 0.989 -1.847
C -4.558 1.230 -2.398
C -3.234 1.711 -1.880
C -2.943 3.064 -1.731
C -1.702 3.460 -1.274
C -0.774 2.475 -0.970
Br 0.930 3.003 -0.361
N -1.026 1.183 -1.085
C -2.237 0.817 -1.537
H -5.382 1.724 -1.882
H -4.666 0.155 -2.262
H -4.658 1.445 -3.463
H -3.689 3.811 -1.975
H -1.444 4.502 -1.152
H -2.389 -0.253 -1.624
O 2.288 -2.049 2.202
C 2.020 -0.963 1.719
O 1.700 -0.729 0.494
C 2.015 0.289 2.605
P 0.366 1.111 2.491
C 0.579 2.628 3.487
C -0.277 3.695 3.219
C -0.190 4.878 3.937
C 0.772 5.017 4.928
C 1.639 3.967 5.197
C 1.540 2.780 4.485
C -0.641 0.067 3.592
C -0.978 -1.277 2.995
C -2.023 -2.141 3.764
C -2.580 -1.542 5.014
C -2.198 -0.344 5.449
C -1.225 0.481 4.719
H 2.731 1.005 2.193
H 2.295 0.027 3.623
H -1.019 3.593 2.434
H -0.867 5.695 3.719
H 0.849 5.941 5.486
H 2.393 4.070 5.967
H 2.216 1.967 4.715
H -0.074 -1.838 2.752
H -1.657 -3.149 3.971
H -3.309 -2.122 5.570
H -2.613 0.059 6.365
H -1.006 1.464 5.117
*
```

***

[3]
Formula: C38H30ClIN9NiO4S4
Source: the Open Molecules 2025 dataset
Level of theory: wB97M-V/def2-TZVPD

The HOMO-LUMO gap (spin up / spin down) is 6.051 / 6.037 eV. As for the energy above the lowest of the compared OMol25 structures with the same formula, charge and spin: 21.1 kcal per mole. As for the expectation value of S²: 2.004. The HOMO energy (spin up / spin down) is -4.197 / -4.190 eV. As for the electronic energy: -6118.9713 Eh. The calculation puts the maximum force at 0.76 eV Å⁻¹.

```
! RIJCOSX wB97M-V def2-TZVPD def2/J DEFGRID3
* xyz -1 3
Ni -0.299 1.071 -0.233
Cl 0.808 2.117 6.442
C 0.545 2.312 4.726
C 0.419 3.564 4.201
C 0.218 3.752 2.819
I 0.058 5.687 2.072
C 0.144 2.691 1.937
O 0.010 2.792 0.663
C 0.231 1.375 2.528
N 0.115 0.350 1.646
C 0.269 -0.885 2.061
C 0.527 -1.186 3.412
C 0.606 -0.173 4.323
C 0.460 1.164 3.894
H 0.479 4.425 4.853
H 0.205 -1.665 1.313
H 0.670 -2.218 3.702
H 0.801 -0.377 5.368
N 4.861 -3.405 -4.685
C 3.668 -3.082 -4.045
C 2.463 -3.642 -4.469
C 1.284 -3.353 -3.804
C 1.306 -2.505 -2.710
C 2.498 -1.942 -2.271
C 3.672 -2.229 -2.940
S -0.166 -2.176 -1.812
O -0.048 -2.756 -0.501
O -1.297 -2.591 -2.612
N -0.156 -0.564 -1.595
C -0.341 0.238 -2.666
N -0.416 -0.155 -3.943
C -0.710 0.789 -4.821
C -0.938 2.120 -4.490
C -0.764 2.451 -3.157
N -0.439 1.534 -2.264
H 4.778 -3.712 -5.640
H 5.618 -2.758 -4.541
H 2.455 -4.310 -5.323
H 0.344 -3.768 -4.137
H 2.520 -1.286 -1.406
H 4.602 -1.797 -2.590
H -0.766 0.465 -5.856
H -1.200 2.861 -5.229
H -0.866 3.467 -2.790
S 3.553 -5.113 3.015
C 3.634 -3.463 2.728
S 3.425 -2.810 1.141
C 3.537 -1.169 1.752
N 3.730 -1.141 3.039
N 3.790 -2.422 3.573
C 3.963 -2.446 4.986
C 3.563 -1.325 5.712
C 3.711 -1.303 7.087
C 4.263 -2.387 7.757
C 4.676 -3.489 7.026
C 4.533 -3.528 5.647
S 3.344 0.195 0.753
H 3.157 -0.476 5.183
H 3.392 -0.426 7.635
H 4.377 -2.366 8.833
H 5.121 -4.338 7.528
H 4.853 -4.391 5.088
C -6.181 1.149 -2.497
N -4.747 0.872 -2.462
N -4.057 1.594 -1.482
C -3.159 0.758 -0.847
O -2.320 1.184 -0.046
C -3.376 -0.558 -1.382
C -4.335 -0.447 -2.324
C -4.961 -1.513 -3.151
C -3.815 2.980 -1.675
C -3.345 3.740 -0.610
C -3.029 5.073 -0.823
C -3.204 5.655 -2.070
C -3.688 4.890 -3.121
C -3.985 3.548 -2.933
H -6.329 2.224 -2.572
H -6.682 0.776 -1.600
H -6.604 0.678 -3.382
H -2.793 -1.424 -1.132
H -4.337 -2.403 -3.114
H -5.061 -1.196 -4.188
H -5.953 -1.771 -2.773
H -3.179 3.291 0.356
H -2.627 5.646 0.004
H -2.954 6.696 -2.224
H -3.816 5.328 -4.102
H -4.307 2.934 -3.762
*
```

***

[4]
Formula: C38H30F3IrN7S3SbSe
Source: the Open Molecules 2025 dataset
Level of theory: wB97M-V/def2-TZVPD

The HOMO-LUMO gap (spin up / spin down) is 7.436 / 5.795 eV. As for the energy above the lowest of the compared OMol25 structures with the same formula, charge and spin: 0.0 kcal per mole. As for the expectation value of S²: 6.016. The HOMO energy (spin up / spin down) is -12.660 / -13.486 eV. As for the electronic energy: -6088.8159 Eh. The calculation puts the maximum force at 4.27 eV Å⁻¹.

```
! RIJCOSX wB97M-V def2-TZVPD def2/J DEFGRID3
* xyz 2 5
Ir 0.077 0.494 2.861
C -1.421 -2.417 4.690
C -1.476 -1.285 5.607
S -0.490 0.211 5.145
C 1.151 -0.080 5.923
C 2.280 -0.837 5.187
S 2.242 -0.747 3.389
C 1.993 -2.490 2.845
C 0.685 -3.210 3.037
S 0.128 -3.334 4.779
H -1.604 -2.189 3.613
H -2.197 -3.115 5.103
H -1.178 -1.554 6.623
H -2.455 -0.798 5.722
H 0.879 -0.656 6.782
H 1.515 0.924 6.200
H 2.190 -1.902 5.516
H 3.318 -0.548 5.429
H 2.843 -3.052 3.195
H 2.211 -2.393 1.779
H 0.841 -4.159 2.688
H -0.177 -2.772 2.447
Se -3.164 6.805 -0.995
N -3.914 5.243 -0.566
C -2.986 4.549 0.035
C -3.214 3.273 0.833
C -4.493 2.663 1.004
C -4.606 1.563 1.832
C -3.476 1.173 2.582
N -2.270 1.625 2.379
C -2.139 2.692 1.536
C -0.747 3.219 1.446
N 0.178 2.514 2.068
C 1.443 2.995 2.088
C 1.787 4.178 1.438
C 0.814 4.925 0.792
C -0.494 4.468 0.747
C -1.674 5.143 0.151
N -1.581 6.358 -0.334
H -5.357 3.162 0.562
H -5.514 1.092 2.089
H -3.548 0.379 3.306
H 2.201 2.330 2.557
H 2.792 4.588 1.492
H 1.080 5.880 0.299
N -0.058 -0.817 1.085
C -1.101 -1.189 0.762
N -2.119 -1.844 0.359
C -3.207 -1.189 -0.067
N -4.087 -0.599 -0.537
F -1.480 4.156 -2.848
C -0.836 2.988 -2.740
C -1.524 1.864 -2.350
C -0.861 0.671 -2.258
C 0.490 0.596 -2.641
C 1.216 1.799 -2.969
C 0.563 2.987 -2.913
Sb 1.433 -1.229 -2.690
C 0.135 -2.825 -3.322
C -1.059 -2.750 -4.047
C -1.764 -3.910 -4.293
C -1.205 -5.114 -3.909
F -1.804 -6.298 -4.285
C -0.048 -5.242 -3.165
C 0.617 -4.076 -2.860
C 3.113 -1.284 -3.882
C 3.003 -2.027 -5.083
C 3.992 -2.051 -6.028
C 5.026 -1.230 -5.850
F 6.013 -1.193 -6.712
C 5.196 -0.405 -4.691
C 4.265 -0.490 -3.676
H -2.589 1.837 -2.095
H -1.436 -0.274 -1.986
H 2.252 1.702 -3.254
H 1.196 3.850 -3.226
H -1.494 -1.778 -4.357
H -2.692 -3.952 -4.806
H 0.267 -6.240 -2.894
H 1.533 -4.121 -2.203
H 2.122 -2.593 -5.332
H 3.847 -2.731 -6.912
H 6.100 0.148 -4.550
H 4.513 -0.058 -2.675
*
```

***

[5]
Formula: C38H30IMgN5O5S
Source: the Open Molecules 2025 dataset
Level of theory: wB97M-V/def2-TZVPD

The HOMO-LUMO gap is 7.550 eV. As for the energy above the lowest of the compared OMol25 structures with the same formula, charge and spin: 0.0 kcal per mole. The HOMO energy is -7.620 eV. As for the electronic energy: -3012.2538 Eh. The calculation puts the maximum force at 0.37 eV Å⁻¹.

```
! RIJCOSX wB97M-V def2-TZVPD def2/J DEFGRID3
* xyz 0 1
Mg -0.389 -0.288 -0.039
C -4.490 -2.417 -0.612
C -3.961 -1.611 -1.758
N -4.471 -1.809 -2.945
C -4.052 -1.045 -3.977
C -3.136 -0.034 -3.846
C -2.790 0.809 -5.044
O -3.260 2.152 -4.927
C -2.551 0.187 -2.577
C -1.683 1.330 -2.360
N -0.964 1.473 -1.309
C -0.208 2.652 -1.147
C 0.495 3.266 -2.178
C 1.249 4.400 -1.935
C 1.322 4.936 -0.657
C 0.643 4.326 0.388
C -0.106 3.190 0.133
I -1.104 2.224 1.700
C -2.927 -0.639 -1.494
O -2.411 -0.570 -0.325
H -5.037 -3.276 -0.994
H -5.171 -1.814 -0.006
H -3.691 -2.734 0.056
H -4.496 -1.262 -4.942
H -3.191 0.334 -5.945
H -1.710 0.897 -5.178
H -4.211 2.115 -4.779
H -1.706 2.116 -3.116
H 0.477 2.824 -3.165
H 1.800 4.858 -2.745
H 1.919 5.817 -0.465
H 0.700 4.726 1.390
N -1.543 -3.940 1.814
C -1.514 -3.339 3.062
C -1.830 -3.809 4.331
C -1.639 -2.929 5.378
C -1.144 -1.632 5.166
C -0.831 -1.176 3.902
C -1.029 -2.050 2.836
N -0.772 -1.881 1.486
C -1.085 -3.021 0.928
C -0.926 -3.227 -0.509
C -1.281 -4.273 -1.297
S -0.836 -3.946 -2.915
C -0.185 -2.448 -2.428
N -0.306 -2.193 -1.163
H -1.804 -4.887 1.606
H -2.202 -4.810 4.495
H -1.872 -3.247 6.384
H -0.999 -0.981 6.017
H -0.418 -0.191 3.735
H -1.782 -5.185 -1.027
H 0.289 -1.766 -3.116
O 1.507 -0.089 1.615
C 2.608 -0.700 0.917
C 2.474 -0.375 -0.607
O 3.371 -0.696 -1.367
O 1.350 0.126 -0.927
C 2.436 -2.197 1.152
C 2.526 -3.127 0.127
C 2.325 -4.478 0.390
C 2.045 -4.907 1.677
C 1.984 -3.980 2.712
C 2.187 -2.637 2.450
C 3.931 -0.220 1.504
C 5.139 -0.646 0.952
C 6.341 -0.230 1.496
C 6.362 0.609 2.604
C 5.168 1.018 3.169
C 3.958 0.598 2.626
H 1.634 0.868 1.549
H 2.750 -2.795 -0.878
H 2.395 -5.195 -0.419
H 1.897 -5.961 1.880
H 1.776 -4.304 3.724
H 2.129 -1.915 3.253
H 5.125 -1.289 0.086
H 7.269 -0.564 1.052
H 7.305 0.934 3.024
H 5.168 1.659 4.040
H 3.036 0.903 3.102
*
```

***

[6]
Formula: C38H30MoN9O2
Source: the Open Molecules 2025 dataset
Level of theory: wB97M-V/def2-TZVPD

The HOMO-LUMO gap (spin up / spin down) is 6.577 / 6.534 eV. As for the energy above the lowest of the compared OMol25 structures with the same formula, charge and spin: 140.5 kcal per mole. As for the expectation value of S²: 2.074. The HOMO energy (spin up / spin down) is -9.875 / -9.957 eV. As for the electronic energy: -2177.2810 Eh. The calculation puts the maximum force at 2.33 eV Å⁻¹.

```
! RIJCOSX wB97M-V def2-TZVPD def2/J DEFGRID3
* xyz 1 3
Mo -0.323 0.903 -0.469
O 0.402 3.840 -3.240
C 0.345 3.158 -2.232
N -0.694 2.389 -1.766
C -1.960 2.529 -2.330
C -2.352 3.380 -3.361
C -3.673 3.380 -3.768
C -4.605 2.541 -3.170
C -4.234 1.694 -2.144
C -2.911 1.693 -1.717
N -2.339 0.877 -0.761
C -3.099 0.217 0.163
O -4.245 0.437 0.488
C -2.292 -0.939 0.761
C -3.030 -2.239 1.051
C -1.736 -3.886 1.727
C -0.292 -3.646 1.795
C 0.119 -2.735 0.746
N -1.172 -1.210 -0.144
C 1.457 3.094 -1.257
C 2.579 3.905 -1.356
C 3.524 3.872 -0.347
C 3.265 3.058 0.754
C 2.142 2.258 0.759
N 1.253 2.223 -0.249
H -1.630 4.023 -3.836
H -3.983 4.033 -4.569
H -5.630 2.545 -3.504
H -4.950 1.040 -1.675
H -4.098 -2.187 0.871
H -2.051 -4.879 2.031
H 0.357 -3.984 2.577
H 1.134 -2.885 0.380
H 2.663 4.547 -2.219
H 4.409 4.481 -0.395
H 3.932 3.039 1.603
H 1.931 1.631 1.616
C -3.646 -3.282 3.380
C -2.589 -2.734 2.448
C -2.221 -3.351 0.362
C -1.021 -2.673 -0.302
C -0.153 -1.171 0.926
N 0.832 -0.263 0.586
C 2.140 -0.715 0.477
C 2.788 -1.246 1.593
C 4.021 -1.844 1.483
C 4.637 -1.944 0.238
C 5.934 -2.674 0.114
C 4.009 -1.394 -0.868
C 2.766 -0.763 -0.781
N 2.152 -0.276 -1.953
C 2.733 -0.267 -3.182
C 1.796 0.135 -4.096
C 0.643 0.369 -3.346
N 0.865 0.132 -2.055
C -1.345 -0.727 1.988
C -1.712 -1.686 3.007
N -1.211 0.637 2.383
C -1.440 1.228 3.569
C -1.294 2.586 3.377
C -0.980 2.732 2.027
N -0.944 1.543 1.437
H -4.269 -4.000 2.855
H -3.169 -3.779 4.219
H -4.280 -2.483 3.759
H -2.766 -4.039 -0.275
H -0.807 -2.992 -1.322
H 2.275 -1.202 2.542
H 4.505 -2.262 2.351
H 5.823 -3.682 0.512
H 6.264 -2.736 -0.918
H 6.707 -2.175 0.694
H 4.494 -1.513 -1.822
H 3.755 -0.529 -3.348
H 1.921 0.244 -5.154
H -0.319 0.700 -3.694
H -1.213 -1.764 3.953
H -1.701 0.675 4.449
H -1.408 3.360 4.109
H -0.786 3.629 1.467
*
```